ORCA calculation (ωB97M-V/def2-TZVPD) on a structure of composition C22H12ClF5NO7SSn.

Each line ends with the Löwdin charge.
Element x y z (Å)
Sn (-0.29128, 0.09688, -2.12545)  1.1461
F (5.61550, 0.58629, 1.71915)  0.1103
C (4.36562, 0.26383, 1.36616)  -0.1475
C (4.06667, -0.05660, 0.05895)  -0.1451
F (5.03693, -0.05549, -0.86471)  0.1102
C (2.77160, -0.38872, -0.28761)  -0.2527
F (2.55157, -0.71564, -1.56959)  0.0216
C (1.72195, -0.39947, 0.62295)  -0.5231
S (0.06348, -0.82240, 0.23495)  0.6444
C (2.06694, -0.08262, 1.93361)  -0.2442
F (1.13234, -0.07509, 2.88931)  0.0815
C (3.35623, 0.24485, 2.30629)  -0.1459
F (3.63556, 0.55205, 3.58043)  0.1084
O (1.00033, 2.13374, -1.15732)  -0.0695
C (-0.12055, 2.65998, -1.22326)  -0.6459
O (-1.18748, 2.02720, -1.53374)  -0.1696
C (-0.26092, 4.13740, -0.94636)  -0.1072
C (-1.51844, 4.73194, -0.90777)  0.0099
C (-1.63810, 6.09406, -0.68950)  0.0087
C (-0.48580, 6.83961, -0.51374)  -0.1491
C (0.77335, 6.26947, -0.54247)  0.0070
C (0.87884, 4.90652, -0.75866)  0.0054
N (-0.60213, 8.29393, -0.29305)  -0.3547
O (-1.71516, 8.78208, -0.28214)  0.0669
O (0.42317, 8.92961, -0.14067)  0.0654
H (-2.39070, 4.11032, -1.05314)  0.1229
H (-2.60125, 6.58164, -0.65844)  0.1171
H (1.64391, 6.89200, -0.39937)  0.1167
H (1.84583, 4.42143, -0.78489)  0.1216
C (0.25654, -5.26448, -0.89221)  -0.0303
C (-0.66235, -4.97089, 0.26426)  -0.1958
C (-0.24373, -5.19116, 1.57306)  -0.0739
C (-1.09944, -4.95481, 2.63267)  -0.6650
Cl (-0.55023, -5.27415, 4.26118)  0.6237
C (-2.38302, -4.48351, 2.42526)  -0.1001
C (-2.80646, -4.25043, 1.12712)  0.0144
C (-1.95820, -4.49916, 0.05886)  -0.2453
O (-2.44070, -4.32748, -1.21843)  -0.0494
C (-1.98465, -3.14843, -1.85881)  -0.1215
C (-2.73189, -1.87906, -1.44276)  -0.6358
O (-3.70873, -1.92014, -0.72567)  0.0785
O (-2.19663, -0.81393, -1.96649)  -0.3086
H (0.92909, -6.08651, -0.64677)  0.0775
H (0.87145, -4.39421, -1.13719)  0.0825
H (-0.31773, -5.52835, -1.77896)  0.0827
H (0.75688, -5.55931, 1.76445)  0.1094
H (-3.03645, -4.29517, 3.26620)  0.1025
H (-3.78883, -3.85274, 0.91264)  0.1193
H (-2.12273, -3.28722, -2.93105)  0.1383
H (-0.92022, -2.97764, -1.66728)  0.0870

Summary:
- Net charge: -1
- Kohn-Sham gap: 6.92 eV
- Highest occupied orbital energy: -5.72 eV
- Relative energy (zero: lowest compared OMol25 entry of this formula, charge and spin): 0.000 eV
- Molar mass: 683.559 g mol⁻¹

ORCA calculation (ωB97M-V/def2-TZVPD) on a structure of composition C39H36BF4IrO2S2.

Each line ends with the Löwdin charge.
Element x y z (Å)
Ir (-0.26368, -0.13744, -0.45995)  1.2249
C (5.06481, -3.10199, -4.34853)  -0.0356
C (4.30079, -2.11158, -3.51995)  -0.2424
C (3.89447, -2.44088, -2.22502)  -0.0083
C (3.18198, -1.54474, -1.45450)  -0.0652
C (2.88736, -0.29899, -1.99032)  -0.4099
C (3.26451, 0.06119, -3.27290)  -0.0469
C (3.97860, -0.85636, -4.02891)  -0.0113
S (1.89330, 0.82519, -1.06260)  0.8795
O (1.61020, 2.03580, -1.84406)  -0.4060
C (3.09024, 1.35783, 0.18946)  -0.2148
C (4.41618, 1.48753, -0.14503)  0.0096
C (5.31042, 2.05311, 0.76141)  0.0827
C (4.88200, 2.52857, 2.01708)  -0.1391
C (5.77823, 3.13786, 2.91319)  0.0218
C (5.33227, 3.61040, 4.12870)  -0.0295
C (3.98768, 3.48585, 4.47761)  -0.0142
C (3.08808, 2.88253, 3.61408)  0.0162
C (3.51900, 2.39758, 2.37973)  -0.1193
C (2.61220, 1.73092, 1.47954)  -0.1142
C (1.15597, 1.71787, 1.72726)  -0.1477
C (0.37959, 2.92141, 1.56181)  -0.1099
C (0.97590, 4.18309, 1.37294)  -0.0002
C (0.20046, 5.31695, 1.27846)  -0.0524
C (-1.18692, 5.22332, 1.37055)  -0.0437
C (-1.78973, 3.98595, 1.51740)  -0.0078
C (-1.02843, 2.82789, 1.59703)  -0.1180
C (-1.70026, 1.48764, 1.54939)  -0.2459
C (-0.85944, 0.40040, 2.14530)  -0.0426
C (0.49636, 0.51412, 2.07717)  -0.3677
S (1.55961, -0.91242, 2.37013)  1.1023
O (2.92629, -0.25062, 2.34284)  -0.4180
C (1.14593, -1.26096, 4.05196)  -0.3916
C (1.65135, -0.49761, 5.09469)  -0.0483
C (1.27225, -0.80795, 6.38600)  -0.0183
C (0.39109, -1.86100, 6.64695)  -0.2506
C (0.00834, -2.20093, 8.05763)  -0.0373
C (-0.09418, -2.61116, 5.57983)  -0.0190
C (0.28940, -2.32762, 4.27756)  -0.0689
H (4.75966, -4.12178, -4.11943)  0.0858
H (6.13564, -3.02347, -4.14974)  0.0913
H (4.91095, -2.92718, -5.41191)  0.0832
H (4.10789, -3.42622, -1.83229)  0.1287
H (2.83198, -1.82684, -0.46748)  0.1149
H (2.98205, 1.02747, -3.66928)  0.1187
H (4.27134, -0.59871, -5.03872)  0.1220
H (4.77025, 1.15456, -1.11197)  0.1307
H (6.35332, 2.14921, 0.48721)  0.1369
H (6.82074, 3.23683, 2.64046)  0.1284
H (6.02765, 4.08079, 4.81007)  0.1198
H (3.63869, 3.86315, 5.42928)  0.1207
H (2.04549, 2.79292, 3.89164)  0.1336
H (2.05137, 4.27311, 1.30151)  0.1188
H (0.67047, 6.27999, 1.13375)  0.1129
H (-1.79424, 6.11610, 1.30804)  0.1137
H (-2.86989, 3.90995, 1.54907)  0.1229
H (-2.67119, 1.54194, 2.04146)  0.1378
H (-1.32156, -0.51546, 2.49290)  0.1230
H (2.34689, 0.30676, 4.88937)  0.1057
H (1.66324, -0.22904, 7.21338)  0.1207
H (0.01307, -1.31629, 8.69261)  0.0828
H (0.71620, -2.91614, 8.48079)  0.0943
H (-0.98178, -2.65164, 8.10016)  0.0838
H (-0.76776, -3.43709, 5.76907)  0.1233
H (-0.06529, -2.93242, 3.45110)  0.1196
C (-4.35928, 1.42668, -0.05187)  -0.0472
C (-3.23072, 0.41885, -0.30559)  -0.6273
C (-3.23265, 0.07480, -1.79884)  -0.0526
C (-3.48537, -0.84894, 0.51088)  -0.0440
C (-1.87127, 1.05606, 0.04916)  -0.2767
H (-5.30751, 1.01923, -0.40665)  0.0927
H (-4.17747, 2.36003, -0.58880)  0.0911
H (-4.49051, 1.65551, 1.00726)  0.0768
H (-4.16843, -0.41562, -2.07089)  0.0967
H (-2.42420, -0.61133, -2.07261)  0.0620
H (-3.13527, 0.97572, -2.40784)  0.0936
H (-4.45465, -1.27307, 0.24466)  0.0965
H (-3.50850, -0.64853, 1.58541)  0.0810
H (-2.73028, -1.61715, 0.31446)  0.0770
H (-1.72224, 1.93732, -0.59651)  0.1204
F (0.87224, -3.74397, -1.85155)  0.2001
B (-0.06026, -2.81806, -1.52254)  -1.2281
F (0.16711, -2.36398, -0.12874)  -0.0578
F (-1.36060, -3.19525, -1.64474)  0.1848
F (0.15894, -1.57641, -2.26340)  -0.0057

Summary:
- Net charge: +1
- Kohn-Sham gap (alpha / beta): 6.32 / 5.24 eV
- Spin multiplicity: 6
- Highest occupied orbital energy (alpha / beta): -10.04 / -11.64 eV
- Relative energy (zero: lowest compared OMol25 entry of this formula, charge and spin): 0.000 eV
- Molar mass: 879.870 g mol⁻¹
- ⟨S²⟩: 8.82

ORCA calculation (ωB97M-V/def2-TZVPD) on a structure of composition C21H34BrN7O8P2Ru in a non-equilibrium geometry.

Each line ends with the Löwdin charge.
Element x y z (Å)
Ru (0.66292, -0.21946, -0.27882)  1.2563
O (4.93488, -1.68640, 3.87067)  0.1158
C (3.96669, -1.21887, 3.07479)  -0.2833
C (3.79614, 0.13180, 2.77547)  0.0378
C (2.77075, 0.50617, 1.93883)  -0.1124
N (1.91047, -0.37891, 1.42861)  -0.1307
C (2.13257, -1.65247, 1.68983)  -0.6674
Br (0.97305, -2.74273, 0.65381)  0.9572
C (3.10319, -2.15831, 2.50598)  0.0044
H (5.50284, -0.97511, 4.18385)  0.1274
H (4.47762, 0.87841, 3.16278)  0.1318
H (2.63498, 1.53138, 1.62860)  0.1014
H (3.23131, -3.21690, 2.67701)  0.1329
C (0.45050, 1.64648, 4.16250)  -0.0451
N (-0.10727, 1.61992, 2.81912)  -0.1168
C (0.02545, 2.85449, 2.04278)  -0.0054
C (-0.82489, 0.57839, 2.36219)  -0.3673
N (-0.86904, 0.28531, 1.04633)  -0.0019
C (-2.14260, 0.07116, 0.46387)  -0.2146
C (-3.35078, 0.34077, 1.09377)  -0.0305
C (-4.56380, 0.14245, 0.44490)  -0.0762
C (-4.56865, -0.29835, -0.86542)  -0.0774
C (-3.36244, -0.50342, -1.52255)  -0.0179
C (-2.14953, -0.30959, -0.87095)  -0.2240
N (-0.90419, -0.35556, -1.50511)  -0.0557
C (-0.82338, -0.63344, -2.84290)  -0.3719
N (-1.21086, -1.83245, -3.30713)  -0.1129
C (-1.74948, -2.03774, -4.64638)  -0.0240
C (-1.27919, -2.98700, -2.42948)  -0.0229
N (-0.39274, 0.30816, -3.68024)  -0.0984
C (0.41531, 0.01146, -4.85710)  -0.0193
C (-0.63299, 1.72835, -3.42001)  -0.0019
N (-1.46632, -0.17236, 3.28715)  -0.1388
C (-2.10855, 0.42576, 4.45109)  -0.0408
C (-1.83569, -1.55571, 3.03343)  -0.0291
H (1.46490, 2.03841, 4.10856)  0.0884
H (0.48308, 0.63986, 4.57142)  0.0968
H (-0.11873, 2.28773, 4.83981)  0.0959
H (-0.71536, 3.58381, 2.37721)  0.1013
H (-0.09339, 2.64882, 0.99017)  0.0653
H (1.01648, 3.27973, 2.20381)  0.0924
H (-3.36758, 0.73329, 2.10321)  0.1075
H (-5.49025, 0.35094, 0.96241)  0.1080
H (-5.49996, -0.45246, -1.39359)  0.1082
H (-3.37917, -0.78348, -2.56952)  0.1111
H (-1.95048, -1.08218, -5.11719)  0.0926
H (-2.68647, -2.58964, -4.55656)  0.1000
H (-1.07031, -2.61174, -5.27808)  0.1010
H (-0.70012, -2.78839, -1.53677)  0.0220
H (-0.85504, -3.84923, -2.94484)  0.1060
H (-2.31323, -3.20671, -2.15412)  0.1002
H (1.32337, 0.61078, -4.79143)  0.0995
H (-0.10227, 0.26164, -5.78451)  0.0987
H (0.69564, -1.03595, -4.85860)  0.0949
H (-1.12021, 1.84949, -2.46038)  0.0923
H (-1.27731, 2.12059, -4.21030)  0.1042
H (0.29615, 2.29375, -3.41972)  0.0615
H (-2.06521, 1.51016, 4.38957)  0.0927
H (-1.64629, 0.09823, 5.38369)  0.0998
H (-3.15721, 0.12209, 4.46228)  0.1005
H (-1.27860, -1.93708, 2.18988)  0.0375
H (-2.90303, -1.64442, 2.81763)  0.0967
H (-1.60244, -2.14804, 3.91969)  0.1031
O (3.85554, -0.92490, -3.13207)  -0.0835
P (2.98802, -0.33239, -1.95226)  0.1804
O (3.56063, -0.36789, -0.59320)  -0.2775
O (1.61880, -1.00798, -2.04064)  -0.3921
O (2.79478, 1.20767, -2.42237)  -0.2501
P (2.13152, 2.35380, -1.49009)  0.2357
O (3.21716, 2.62403, -0.34105)  -0.1219
O (1.84125, 3.55100, -2.27867)  -0.2427
O (0.93330, 1.66135, -0.79652)  -0.4084
H (4.75733, -0.57511, -3.18491)  0.1017
H (3.76841, 3.38474, -0.58320)  0.1014

Summary:
- Net charge: +1
- Kohn-Sham gap (alpha / beta): 7.75 / 6.76 eV
- Spin multiplicity: 2
- Highest occupied orbital energy (alpha / beta): -10.11 / -10.42 eV
- Relative energy (zero: lowest compared OMol25 entry of this formula, charge and spin): 0.486 eV
- Molar mass: 755.466 g mol⁻¹
- ⟨S²⟩: 0.76

Which of these has the highest relative energy (zero: lowest compared OMol25 entry of this formula, charge and spin)? C21H34BrN7O8P2Ru

Which of these has the lowest molar mass? C22H12ClF5NO7SSn